1.
{
  "formula": "C67H117N3O33",
  "method": "ωB97M-V/def2-TZVPD",
  "gap_ev": 8.338,
  "total_charge": 0,
  "lumo_energy_ev": 0.066,
  "homo_energy_ev": -8.27,
  "total_energy_ha": -5270.20655,
  "multiplicity": 1,
  "species": ["C", "C", "C", "O", "C", "O", "O", "H", "H", "H", "H", "H", "H", "C", "C", "C", "O", "C", "O", "O", "H", "H", "H", "H", "H", "H", "C", "C", "C", "O", "C", "O", "O", "H", "H", "H", "H", "H", "H", "C", "C", "C", "O", "C", "O", "O", "H", "H", "H", "H", "H", "H", "C", "C", "C", "O", "C", "O", "O", "H", "H", "H", "H", "H", "H", "C", "C", "C", "O", "C", "O", "O", "H", "H", "H", "H", "H", "H", "C", "C", "C", "O", "C", "O", "O", "H", "H", "H", "H", "H", "H", "C", "C", "C", "O", "C", "O", "O", "H", "H", "H", "H", "H", "H", "C", "C", "C", "O", "C", "O", "O", "H", "H", "H", "H", "H", "H", "C", "C", "C", "O", "C", "O", "O", "H", "H", "H", "H", "H", "H", "C", "C", "C", "C", "C", "C", "N", "O", "C", "C", "C", "H", "H", "H", "H", "H", "H", "H", "H", "H", "H", "H", "H", "H", "H", "H", "H", "H", "H", "H", "C", "C", "C", "C", "C", "C", "N", "O", "C", "C", "C", "H", "H", "H", "H", "H", "H", "H", "H", "H", "H", "H", "H", "H", "H", "H", "H", "H", "H", "H", "C", "C", "C", "C", "C", "C", "N", "O", "C", "C", "C", "H", "H", "H", "H", "H", "H", "H", "H", "H", "H", "H", "H", "H", "H", "H", "H", "H", "H", "H"],
  "xyz": [[-1.845, 8.346, -0.516], [-1.821, 7.033, 0.100], [-2.907, 6.079, -0.407], [-2.221, 4.990, -0.902], [-0.879, 5.166, -0.779], [-0.046, 4.340, -1.030], [-0.614, 6.360, -0.271], [-2.804, 8.797, -0.261], [-1.653, 8.303, -1.588], [-1.056, 9.012, -0.167], [-1.809, 7.137, 1.185], [-3.627, 6.456, -1.134], [-3.493, 5.706, 0.432], [4.585, -2.842, -4.862], [3.809, -1.861, -5.700], [2.505, -1.424, -5.023], [2.650, -0.018, -5.006], [3.913, 0.336, -5.315], [4.327, 1.448, -5.185], [4.524, -0.645, -5.811], [5.655, -2.826, -5.069], [4.229, -3.799, -5.243], [4.403, -2.743, -3.792], [3.576, -2.200, -6.709], [2.329, -1.732, -3.992], [1.654, -1.688, -5.651], [3.986, 4.375, -1.878], [3.852, 3.673, -3.294], [2.374, 3.560, -3.696], [2.250, 4.280, -4.850], [3.389, 4.828, -5.240], [3.658, 5.351, -6.323], [4.315, 4.599, -4.212], [3.191, 5.064, -1.594], [4.917, 4.922, -1.731], [3.942, 3.582, -1.132], [4.383, 2.721, -3.292], [1.694, 4.041, -2.993], [2.133, 2.502, -3.799], [-0.237, 1.057, 1.474], [-0.461, 1.179, -0.023], [0.765, 1.226, -0.879], [0.478, 0.404, -1.993], [-0.387, -0.493, -1.548], [-0.485, -1.603, -1.955], [-0.947, -0.077, -0.392], [-0.090, 2.065, 1.861], [0.647, 0.502, 1.788], [-1.032, 0.558, 2.027], [-1.124, 1.935, -0.444], [1.676, 0.861, -0.403], [0.976, 2.260, -1.151], [-1.511, 3.212, 6.940], [-1.231, 3.894, 5.582], [-2.185, 3.474, 4.441], [-2.501, 4.692, 3.791], [-2.100, 5.751, 4.678], [-2.251, 6.982, 4.511], [-1.568, 5.226, 5.729], [-1.284, 2.146, 6.931], [-2.577, 3.350, 7.125], [-0.863, 3.758, 7.626], [-0.226, 3.606, 5.273], [-3.121, 2.996, 4.731], [-1.752, 2.819, 3.684], [-0.741, 1.998, -5.542], [-1.448, 2.303, -4.242], [-2.608, 3.266, -4.308], [-3.719, 2.543, -3.722], [-3.268, 1.413, -3.267], [-3.943, 0.595, -2.640], [-2.073, 1.133, -3.725], [-0.284, 2.942, -5.841], [-1.545, 1.701, -6.215], [0.000, 1.211, -5.403], [-0.681, 2.604, -3.529], [-2.834, 3.566, -5.332], [-2.435, 4.161, -3.710], [-1.187, -3.669, 3.843], [-1.854, -2.561, 4.660], [-1.241, -2.550, 5.971], [-1.188, -1.178, 6.139], [-1.325, -0.460, 5.009], [-1.076, 0.675, 4.831], [-1.642, -1.273, 4.094], [-0.131, -3.435, 3.703], [-1.665, -3.694, 2.864], [-1.224, -4.708, 4.168], [-2.909, -2.815, 4.762], [-0.274, -3.053, 5.956], [-1.978, -3.039, 6.609], [-1.527, -1.805, -5.653], [-2.208, -2.843, -4.723], [-3.352, -2.280, -3.945], [-4.436, -3.104, -4.299], [-4.119, -3.962, -5.243], [-4.922, -4.594, -5.831], [-2.828, -3.904, -5.451], [-1.251, -0.918, -5.082], [-2.242, -1.653, -6.461], [-0.708, -2.397, -6.062], [-1.462, -3.394, -4.150], [-3.581, -1.257, -4.244], [-3.211, -2.241, -2.865], [3.142, 2.526, 4.704], [2.623, 2.290, 6.060], [2.067, 0.962, 6.176], [2.843, 0.401, 7.189], [3.834, 1.131, 7.608], [4.782, 0.768, 8.381], [3.725, 2.317, 7.006], [3.695, 3.466, 4.720], [2.328, 2.657, 3.991], [3.861, 1.764, 4.404], [1.822, 2.975, 6.338], [2.301, 0.403, 5.270], [0.988, 0.898, 6.317], [2.156, 8.011, 1.495], [2.176, 6.633, 2.267], [0.916, 6.022, 2.676], [1.113, 4.687, 2.448], [2.235, 4.560, 1.697], [2.552, 3.463, 1.199], [2.831, 5.706, 1.501], [1.844, 7.907, 0.456], [3.114, 8.531, 1.518], [1.445, 8.669, 1.995], [2.775, 6.720, 3.174], [0.127, 6.523, 2.115], [0.642, 6.183, 3.719], [3.955, -3.738, 0.895], [3.203, -2.391, 0.915], [3.591, -1.519, 2.091], [5.011, -0.813, 1.930], [4.941, -0.016, 0.669], [4.628, -0.838, -0.639], [3.326, -1.519, -0.302], [2.777, -2.168, -1.349], [4.514, 0.119, -1.811], [5.773, -1.791, -0.968], [1.692, -2.743, 1.155], [3.612, -4.323, 1.748], [5.010, -3.526, 1.065], [3.805, -4.338, -0.002], [2.921, -0.663, 2.164], [3.534, -2.078, 3.025], [5.817, -1.546, 1.910], [5.163, -0.083, 2.725], [5.911, 0.460, 0.525], [4.150, 0.714, 0.843], [3.690, 0.830, -1.740], [5.435, 0.674, -1.992], [4.336, -0.319, -2.794], [6.442, -2.035, -0.143], [5.495, -2.709, -1.486], [6.534, -1.263, -1.542], [0.993, -1.919, 1.014], [1.612, -3.219, 2.132], [1.359, -3.463, 0.408], [1.990, -1.618, -1.364], [0.865, -6.481, -0.766], [-0.017, -6.526, -2.032], [0.760, -5.976, -3.264], [1.900, -6.911, -3.523], [1.396, -8.315, -3.904], [0.433, -8.926, -2.862], [-0.519, -7.922, -2.298], [-1.293, -8.398, -1.246], [-0.350, -9.997, -3.612], [1.352, -9.688, -1.859], [-1.189, -5.563, -1.906], [1.682, -7.202, -0.815], [0.258, -6.762, 0.094], [1.295, -5.490, -0.619], [0.069, -6.011, -4.107], [1.070, -4.946, -3.091], [2.598, -6.908, -2.686], [2.553, -6.472, -4.278], [2.271, -8.926, -4.124], [0.880, -8.218, -4.859], [-0.966, -10.451, -2.837], [-1.004, -9.610, -4.394], [0.201, -10.784, -4.127], [1.798, -10.553, -2.350], [2.171, -9.003, -1.638], [0.920, -10.057, -0.929], [-1.594, -5.602, -0.894], [-2.026, -5.678, -2.594], [-0.886, -4.523, -2.027], [-2.184, -8.311, -1.591], [-7.205, 0.246, 3.491], [-5.746, 0.576, 3.498], [-5.077, -0.780, 3.106], [-5.042, -1.063, 1.590], [-4.308, 0.118, 0.916], [-4.940, 1.544, 1.122], [-5.294, 1.643, 2.547], [-5.837, 2.885, 2.759], [-3.790, 2.557, 0.736], [-6.226, 1.720, 0.280], [-5.421, 0.916, 4.995], [-7.790, 1.157, 3.618], [-7.591, -0.423, 4.260], [-7.477, -0.162, 2.518], [-4.063, -0.718, 3.503], [-5.523, -1.643, 3.599], [-6.036, -1.212, 1.168], [-4.572, -2.031, 1.414], [-4.240, -0.104, -0.149], [-3.262, 0.176, 1.219], [-2.981, 2.653, 1.460], [-3.297, 2.254, -0.187], [-4.130, 3.559, 0.473], [-7.032, 1.140, 0.728], [-6.539, 2.733, 0.533], [-6.086, 1.453, -0.767], [-5.915, 1.829, 5.328], [-4.370, 1.161, 5.147], [-5.663, 0.100, 5.676], [-5.104, 3.256, 3.255]],
  "mulliken_charge": [-1.7664, 1.0657, -0.5540, -0.1286, -0.0481, -0.2265, -0.2401, 0.4191, 0.3651, 0.3917, -0.1079, 0.3805, 0.2474, -1.1241, 0.4368, 0.4366, -0.0184, 0.3646, -0.5779, -0.4064, 0.3387, 0.3935, 0.0161, 0.4324, -0.2230, -0.0921, -1.3864, 1.1487, 1.4838, -0.4445, 0.5161, -0.6126, -0.4938, 0.2264, 0.4694, 0.1724, 0.0498, -0.3611, -0.7119, 0.7372, 2.7234, 0.9633, 1.2723, -0.4837, -0.8195, -0.1004, -0.3333, -0.9094, -0.2607, -0.9964, -1.2326, -0.3972, -1.5834, 1.4722, 1.0950, -0.2279, 0.3864, -0.6500, -0.3665, 0.1754, 0.4758, 0.4277, -0.4217, -0.5603, -0.2923, -1.6679, 1.8825, -0.1622, -0.3823, 0.3263, -0.6191, 0.2575, 0.5156, 0.5420, -0.0338, -0.9014, 0.3739, 0.0583, -1.7081, 0.7470, -0.5891, -0.4570, -0.2029, 0.3113, 0.1894, 0.2406, 0.4041, 0.4210, 0.1846, 0.3332, 0.3305, -1.5198, 1.6590, 0.6318, -0.4590, 0.5852, -0.5820, -0.5130, 0.3053, 0.4266, 0.2688, -0.5955, -0.4001, 0.1133, -1.1021, 0.8469, 0.8449, -0.4271, 0.5409, -0.6325, -0.4404, 0.3980, 0.1672, 0.1217, 0.1332, -0.3205, -0.1415, -1.4201, 0.3292, 0.6571, 0.4973, -0.3867, -0.2447, -0.2736, 0.2729, 0.4153, 0.3821, 0.2603, -0.8924, 0.4629, -1.7805, 2.4074, -1.0940, -0.8871, -1.3307, 2.5624, 0.6699, 0.3856, -1.9125, -1.9322, -1.2780, 0.5019, 0.4145, 0.1450, -0.5014, 0.5985, 0.3773, 0.4791, 0.5242, -0.0769, -0.3288, 0.7788, 0.1022, 0.3741, 0.2105, 0.6022, -0.2110, 0.5589, -0.4305, -0.1471, -1.5565, 2.0790, -0.8620, -0.6229, -1.2963, 1.4385, 0.2698, -0.5016, -1.9861, -1.6162, -1.6599, 0.2610, 0.5104, -0.0391, 0.4191, 0.0353, 0.3064, 0.3754, 0.4349, 0.3944, 0.4429, 0.4450, 0.3593, 0.4527, 0.3972, 0.2814, 0.5435, 0.4045, -0.0746, 0.3694, -2.0215, 1.4771, -0.2828, -1.3459, -0.1543, 1.4600, 1.1736, -0.6379, -0.2458, -1.9332, -1.7377, 0.3836, 0.4421, 0.3804, -0.7324, 0.6589, 0.3644, 0.6135, 0.2425, -0.3742, -0.0135, -0.7166, 0.5181, 0.3891, 0.5205, 0.2315, 0.4502, 0.0576, 0.4068, 0.3516]
}



2.
{
  "formula": "C11H11N3OS2",
  "method": "ωB97M-V/def2-TZVPD",
  "gap_ev": 8.521,
  "total_charge": 0,
  "lumo_energy_ev": 0.492,
  "homo_energy_ev": -8.03,
  "total_energy_ha": -1461.68162,
  "smiles": "Nc1ccccc1SCC(=O)Nc1nccs1",
  "multiplicity": 1,
  "species": ["N", "C", "C", "C", "C", "C", "C", "S", "C", "C", "O", "N", "C", "N", "C", "C", "S", "H", "H", "H", "H", "H", "H", "H", "H", "H", "H", "H"],
  "xyz": [[-0.989, -1.843, -0.907], [-2.056, -1.052, -0.583], [-3.286, -1.616, -0.230], [-4.383, -0.824, 0.027], [-4.295, 0.558, -0.065], [-3.088, 1.136, -0.406], [-1.980, 0.344, -0.649], [-0.418, 1.132, -1.012], [0.007, 1.672, 0.695], [0.107, 0.456, 1.567], [-0.729, 0.173, 2.395], [1.158, -0.410, 1.365], [2.248, -0.421, 0.536], [2.952, -1.497, 0.408], [4.008, -1.314, -0.416], [4.132, -0.069, -0.938], [2.860, 0.949, -0.376], [-0.996, -2.798, -0.598], [-0.090, -1.397, -0.991], [-3.359, -2.692, -0.159], [-5.320, -1.286, 0.302], [-5.156, 1.177, 0.133], [-2.993, 2.210, -0.479], [0.936, 2.232, 0.624], [-0.797, 2.309, 1.064], [1.092, -1.253, 1.929], [4.664, -2.143, -0.605], [4.871, 0.314, -1.610]],
  "nbo_charge": [-0.8257, 0.2773, -0.2914, -0.1646, -0.2643, -0.1646, -0.2944, 0.2210, -0.6246, 0.6739, -0.5685, -0.6342, 0.2392, -0.4834, -0.0364, -0.4587, 0.3728, 0.3871, 0.3974, 0.2065, 0.2139, 0.2144, 0.2166, 0.2422, 0.2560, 0.4319, 0.2160, 0.2444]
}